[1]
Computed, not measured: C8H12 in the gas phase in a non-equilibrium geometry, with ωB97M-V/def2-TZVPD.

Each atom is followed by the atoms it is bonded to, with distances in Å.
Element x y z (Å)
1 C -1.56252 -1.94846 1.78166  C2 1.328, H9 1.086, H10 1.087
2 C -1.93857 -0.87152 1.10207  C1 1.328, C3 1.482, H11 1.084
3 C -1.11217 -0.23206 0.05107  C2 1.482, C4 1.329, H12 1.082
4 C 0.14987 0.17132 0.15458  C3 1.329, C5 1.506, C6 1.500
5 C 1.08182 -0.09783 1.30626  C4 1.506, H13 1.085, H14 1.086, H15 1.070
6 C 0.79532 0.85253 -1.01600  C4 1.500, C7 1.333, C8 1.495
7 C 1.25728 2.09152 -0.84361  C6 1.333, H16 1.083, H17 1.073
8 C 0.46951 0.37777 -2.39537  C6 1.495, H18 1.088, H19 1.090, H20 1.090
9 H -0.66688 -2.53927 1.61228  C1 1.086
10 H -2.15886 -2.43964 2.54636  C1 1.087
11 H -2.87005 -0.45349 1.46697  C2 1.084
12 H -1.71000 -0.12706 -0.84413  C3 1.082
13 H 1.88735 -0.76316 1.01492  C5 1.085
14 H 0.52456 -0.53349 2.13089  C5 1.086
15 H 1.46208 0.81169 1.72213  C5 1.070
16 H 1.51656 2.40357 0.16025  C7 1.083
17 H 1.61173 2.71978 -1.63858  C7 1.073
18 H 1.12476 0.86293 -3.11529  C8 1.088
19 H 0.70333 -0.68492 -2.45988  C8 1.090
20 H -0.56510 0.39980 -2.73657  C8 1.090

Output
- relative energy (zero: lowest compared OMol25 entry of this formula, charge and spin) (kJ/mol) = 110.6
- E_tot (Eh) = -311.9443
- max |F| (eV Å⁻¹) = 2.5
- orbital gap (eV) = 9.553
- SMILES = C=C/C=C(\C)C(=C)C

---

[2]
Computed, not measured: C8H12 in the gas phase in a non-equilibrium geometry, with ωB97M-V/def2-TZVPD.

Each atom is followed by the atoms it is bonded to, with distances in Å.
Element x y z (Å)
1 C 1.12024 2.09797 -1.09036  C2 1.339, H9 1.087, H10 1.082
2 C 0.12063 1.43108 -0.50018  C1 1.339, C3 1.481, H11 1.085
3 C 0.02080 -0.02101 -0.22782  C2 1.481, C4 1.360, C6 1.509
4 C 1.10110 -0.81876 -0.44568  C3 1.360, C5 1.497, H12 1.087
5 C 2.37507 -0.78319 0.33996  C4 1.497, H13 1.092, H14 1.093, H15 1.089
6 C -1.35504 -0.55955 0.07672  C3 1.509, C7 1.345, C8 1.511
7 C -1.69253 -1.84952 -0.09611  C6 1.345, H16 1.079, H17 1.083
8 C -2.13682 0.33591 1.01020  C6 1.511, H18 1.085, H19 1.095, H20 1.087
9 H 2.17425 1.84721 -0.99693  C1 1.087
10 H 0.97001 3.07775 -1.52419  C1 1.082
11 H -0.76663 2.05303 -0.44652  C2 1.085
12 H 0.93309 -1.68143 -1.08477  C4 1.087
13 H 2.36317 0.11764 0.95766  C5 1.092
14 H 3.30473 -0.72600 -0.23212  C5 1.093
15 H 2.34034 -1.67065 0.97073  C5 1.089
16 H -1.42234 -2.35978 -1.00801  C7 1.079
17 H -2.52363 -2.16032 0.52490  C7 1.083
18 H -2.24457 1.30413 0.53334  C8 1.085
19 H -1.58679 0.45958 1.94876  C8 1.095
20 H -3.09508 -0.09409 1.29042  C8 1.087

Output
- relative energy (zero: lowest compared OMol25 entry of this formula, charge and spin) (kJ/mol) = 279.9
- E_tot (Eh) = -311.8798
- max |F| (eV Å⁻¹) = 2.0
- orbital gap (eV) = 7.509
- SMILES = C=C/C(=C\C)C(=C)C

---

no.,highest occupied orbital energy (eV)
1,-8.54
2,-7.42